Record 1
{"formula": "C3H4NS", "method": "ωB97M-V/def2-TZVPD", "e_tot_ev": -15487.63742, "fmax_ev_per_a": 3.783, "lumo_ev": [-6.88, -7.80], "spin_multiplicity": 3, "charge": 1, "s2": 2.0274, "de_lowest_kj_mol": 172.2, "species": ["C", "C", "C", "N", "S", "H", "H", "H", "H"], "coordinates": [[1.212, -0.208, 0.007], [-1.689, -1.128, -0.038], [0.255, 0.923, 0.018], [1.213, -1.408, 0.030], [-1.616, 0.412, 0.020], [2.189, 0.318, -0.025], [-2.300, -1.999, -0.062], [0.373, 1.535, 0.915], [0.362, 1.555, -0.865]], "mulliken_spin": [-0.05, 0.86, 0.25, 0.87, -0.05, 0.10, 0.04, -0.01, -0.01]}

Record 2
{"formula": "C23H42B2BrF8N6O6SSi", "method": "ωB97M-V/def2-TZVPD", "e_tot_ev": -157605.79629, "fmax_ev_per_a": 1.255, "lumo_ev": -2.61, "charge": 1, "species": ["C", "C", "B", "O", "C", "N", "C", "S", "C", "C", "C", "C", "C", "N", "C", "N", "C", "C", "O", "Br", "N", "B", "O", "O", "C", "N", "Si", "C", "C", "C", "N", "C", "O", "C", "H", "H", "H", "H", "H", "H", "H", "H", "H", "H", "H", "H", "H", "H", "H", "H", "H", "H", "H", "H", "H", "H", "H", "H", "H", "H", "H", "H", "H", "H", "H", "H", "H", "H", "H", "H", "H", "H", "C", "C", "C", "F", "F", "F", "F", "O", "C", "C", "F", "F", "F", "F", "H", "H", "H", "H"], "coordinates": [[-0.552, 2.327, 0.979], [-0.758, 0.791, 1.118], [-0.685, 0.115, -0.288], [-1.809, 0.130, -1.086], [0.675, -0.651, -0.790], [1.750, -0.068, 0.069], [2.652, -0.670, 0.602], [3.826, -1.452, 1.289], [0.531, -2.170, -0.555], [-0.063, -2.508, 0.822], [0.605, -3.690, 1.557], [0.253, -3.675, 3.067], [1.273, -2.978, 3.957], [1.162, -1.519, 4.011], [-0.163, -2.930, -1.738], [0.156, -4.357, -1.632], [-1.711, -2.858, -1.793], [-2.307, -2.221, -3.026], [-1.895, -1.300, -3.641], [-3.978, -3.074, -3.569], [0.492, -2.526, -2.993], [0.554, -3.554, -4.090], [1.660, -4.370, -4.252], [-0.449, -3.525, -4.994], [1.396, -1.534, -2.935], [2.541, -1.572, -3.575], [3.850, -0.307, -3.744], [5.404, -1.250, -4.132], [3.373, 0.746, -5.228], [4.125, 0.788, -2.282], [1.089, -0.409, -2.172], [0.517, 0.685, -2.922], [0.856, 1.870, -2.256], [0.547, 3.026, -3.018], [0.266, 2.687, 1.595], [-1.464, 2.841, 1.279], [-0.376, 2.614, -0.061], [-0.093, 0.360, 1.863], [-1.778, 0.613, 1.473], [-2.025, 0.989, -1.461], [1.531, -2.627, -0.563], [0.064, -1.660, 1.491], [-1.127, -2.746, 0.759], [0.240, -4.642, 1.174], [1.688, -3.599, 1.456], [0.184, -4.717, 3.387], [-0.739, -3.233, 3.196], [2.289, -3.261, 3.674], [1.132, -3.357, 4.975], [1.920, -1.043, 3.549], [0.271, -1.171, 3.695], [1.141, -4.495, -1.437], [-0.400, -4.811, -0.922], [-2.132, -3.858, -1.718], [-2.142, -2.297, -0.961], [1.654, -5.133, -3.666], [-0.611, -4.392, -5.384], [2.736, -2.431, -4.084], [5.270, -1.987, -4.925], [6.137, -0.509, -4.451], [5.783, -1.756, -3.243], [2.530, 0.337, -5.786], [4.236, 0.874, -5.877], [3.060, 1.725, -4.855], [3.253, 1.331, -1.925], [4.607, 0.240, -1.468], [4.861, 1.526, -2.620], [-0.563, 0.593, -3.068], [0.954, 0.678, -3.932], [0.833, 2.905, -4.065], [1.119, 3.851, -2.598], [-0.513, 3.286, -2.948], [-3.725, 4.734, 6.250], [-2.903, 3.494, 5.854], [-1.710, 3.672, 4.908], [-2.106, 4.101, 3.694], [-1.109, 2.468, 4.741], [-3.718, 2.531, 5.375], [-2.352, 3.032, 7.013], [-4.961, 4.943, 5.592], [-5.096, 5.691, 4.458], [-5.673, 4.856, 3.308], [-4.848, 3.832, 3.004], [-5.792, 5.643, 2.217], [-3.956, 6.306, 4.103], [-6.005, 6.657, 4.715], [-4.015, 4.537, 7.281], [-3.113, 5.636, 6.268], [-0.980, 4.371, 5.323], [-6.652, 4.461, 3.586]], "lowdin_charge": [-0.06, -0.13, -0.42, 0.15, -0.23, 0.16, -0.76, 0.78, -0.15, -0.13, -0.18, -0.19, -0.28, 0.02, -0.36, 0.13, -0.09, -0.79, 0.06, 0.76, 0.18, -0.68, 0.17, 0.24, -0.27, 0.14, 0.53, -0.16, -0.16, -0.15, 0.06, -0.20, -0.16, -0.06, 0.08, 0.07, 0.06, 0.07, 0.12, 0.13, 0.14, 0.08, 0.13, 0.10, 0.09, 0.11, 0.12, 0.10, 0.10, 0.03, 0.05, 0.11, 0.10, 0.10, 0.12, 0.11, 0.14, 0.11, 0.04, 0.05, 0.04, 0.03, 0.04, 0.03, 0.02, 0.03, 0.06, 0.12, 0.13, 0.09, 0.10, 0.10, -0.04, -0.44, -0.30, 0.09, 0.09, 0.14, 0.10, 0.05, -0.55, -0.28, 0.09, 0.10, 0.16, 0.15, 0.15, 0.15, 0.17, 0.18]}

Record 3
{"formula": "C3H9N2P", "method": "ωB97M-V/def2-TZVPD", "e_tot_ev": -15521.31902, "fmax_ev_per_a": 4.621, "lumo_ev": [0.24, -0.22], "charge": 0, "de_lowest_kj_mol": 394.0, "species": ["C", "C", "C", "N", "N", "P", "H", "H", "H", "H", "H", "H", "H", "H", "H"], "coordinates": [[-1.129, 0.467, 0.251], [-1.937, 1.754, 0.067], [-0.589, -1.805, 0.234], [-1.376, -0.713, 0.078], [2.561, -0.250, -0.801], [1.995, 0.226, 0.798], [-1.476, 2.461, 0.758], [-1.816, 2.054, -0.931], [-2.983, 1.538, 0.391], [-0.635, -2.568, 1.067], [0.453, -1.385, 0.198], [-0.715, -2.118, -0.851], [2.155, -1.108, -0.923], [3.596, -0.201, -0.809], [1.896, 1.647, 0.472]], "lowdin_charge": [-0.13, -0.06, -0.19, -0.07, -0.35, 0.67, 0.06, 0.05, 0.09, 0.11, -0.05, 0.11, -0.08, 0.02, -0.18]}

Record 4
{"formula": "C29H32BrN6O6S2V", "method": "ωB97M-V/def2-TZVPD", "e_tot_ev": -169215.56603, "fmax_ev_per_a": 2.777, "lumo_ev": [-4.39, -3.73], "spin_multiplicity": 2, "charge": 1, "s2": 0.7661, "species": ["V", "C", "C", "C", "C", "C", "C", "C", "N", "N", "C", "C", "C", "C", "C", "C", "N", "C", "C", "C", "C", "C", "C", "N", "H", "H", "H", "H", "H", "H", "H", "H", "H", "H", "H", "H", "H", "H", "H", "H", "H", "H", "H", "H", "O", "S", "O", "O", "O", "C", "N", "C", "S", "N", "C", "H", "H", "H", "H", "H", "H", "H", "H", "Br", "C", "C", "C", "C", "C", "C", "C", "O", "O", "H", "H", "H", "H"], "coordinates": [[-0.195, -0.199, -0.291], [2.607, -0.017, 0.712], [3.254, -1.194, -0.028], [2.374, -2.321, -0.512], [2.912, -3.575, -0.683], [2.200, -4.563, -1.377], [0.917, -4.288, -1.775], [0.373, -3.106, -1.383], [1.086, -2.067, -0.770], [1.795, 0.933, -0.092], [1.534, 2.121, 0.754], [0.814, 1.769, 2.048], [0.966, 2.514, 3.202], [0.185, 2.063, 4.306], [-0.599, 0.944, 4.282], [-0.581, 0.231, 3.064], [0.118, 0.601, 1.999], [2.580, 1.311, -1.302], [2.453, 2.702, -1.905], [1.294, 3.359, -2.254], [1.416, 4.581, -2.866], [2.654, 5.112, -3.120], [3.761, 4.372, -2.776], [3.685, 3.249, -2.123], [3.428, 0.554, 1.169], [1.999, -0.427, 1.512], [4.017, -1.575, 0.709], [3.878, -0.879, -0.880], [3.964, -3.680, -0.443], [2.668, -5.538, -1.568], [0.228, -5.001, -2.230], [-0.650, -2.855, -1.681], [0.897, 2.744, 0.190], [2.471, 2.617, 0.973], [1.561, 3.440, 3.228], [0.253, 2.707, 5.170], [-1.236, 0.607, 5.099], [-1.166, -0.642, 2.868], [2.453, 0.553, -2.071], [3.588, 1.214, -1.030], [0.342, 2.898, -2.110], [0.506, 5.124, -3.135], [2.812, 6.020, -3.720], [4.737, 4.812, -3.025], [-1.886, 1.147, -3.096], [-1.104, -0.064, -2.837], [-0.911, -0.995, -3.924], [0.232, 0.248, -2.120], [-1.693, -0.799, -1.603], [-5.041, 0.570, -1.092], [-3.778, 0.785, -0.394], [-2.964, 1.856, -0.482], [-1.370, 1.884, 0.113], [-3.500, 3.021, -0.898], [-2.795, 4.316, -0.814], [-4.909, -0.424, -1.489], [-5.165, 1.281, -1.918], [-5.849, 0.517, -0.399], [-3.318, -0.027, -0.116], [-4.518, 3.074, -1.021], [-2.947, 4.738, 0.200], [-3.339, 4.973, -1.490], [-1.739, 4.067, -1.148], [-0.199, -7.050, 4.131], [-0.743, -5.571, 2.955], [0.087, -4.426, 2.992], [-0.329, -3.327, 2.213], [-1.514, -3.423, 1.521], [-2.277, -4.551, 1.554], [-1.903, -5.661, 2.224], [-2.064, -2.237, 0.804], [-3.211, -2.003, 0.467], [-1.103, -1.305, 0.785], [0.998, -4.344, 3.571], [0.242, -2.401, 2.092], [-3.162, -4.557, 0.923], [-2.582, -6.538, 2.165]], "mulliken_spin": [1.13, 0.05, 0.00, 0.01, 0.00, 0.00, 0.00, 0.01, -0.02, -0.04, 0.00, -0.01, 0.00, 0.00, 0.00, 0.01, -0.01, 0.03, -0.01, 0.00, 0.00, 0.00, 0.00, 0.00, 0.00, -0.02, 0.00, 0.00, 0.00, 0.00, 0.00, 0.00, 0.01, 0.00, 0.00, 0.00, 0.00, 0.00, -0.01, 0.00, 0.00, 0.00, 0.00, 0.00, 0.00, 0.01, 0.00, -0.03, 0.00, 0.00, 0.00, 0.01, -0.05, 0.00, 0.00, 0.00, 0.00, 0.00, 0.00, 0.00, 0.00, 0.00, 0.00, 0.00, 0.00, 0.00, 0.00, 0.00, 0.00, 0.00, 0.01, 0.00, -0.07, 0.00, 0.01, 0.00, 0.00]}

Record 5
{"formula": "C18H13F4S", "method": "ωB97M-V/def2-TZVPD", "e_tot_ev": -40573.15694, "fmax_ev_per_a": 2.129, "lumo_ev": -5.74, "charge": 1, "species": ["F", "C", "C", "C", "F", "C", "C", "C", "C", "C", "C", "F", "C", "C", "F", "C", "C", "H", "H", "H", "H", "H", "H", "H", "C", "C", "C", "C", "C", "S", "H", "H", "H", "H", "H", "H"], "coordinates": [[3.435, -0.387, -2.620], [3.388, 0.368, -1.466], [4.071, 1.587, -1.444], [3.940, 2.341, -0.290], [4.497, 3.604, -0.246], [3.305, 1.862, 0.880], [2.865, 0.529, 0.876], [2.724, -0.107, 2.247], [1.583, -1.101, 2.384], [0.688, -0.927, 3.452], [-0.157, -2.019, 3.790], [-0.940, -1.923, 4.920], [-0.199, -3.196, 3.064], [0.608, -3.252, 1.924], [0.613, -4.407, 1.167], [1.479, -2.206, 1.555], [2.683, -0.119, -0.345], [4.577, 1.968, -2.333], [3.245, 2.478, 1.759], [2.836, 0.563, 3.072], [0.682, -0.032, 4.043], [-0.876, -4.008, 3.315], [2.110, -2.385, 0.688], [2.088, -1.017, -0.497], [6.129, -1.268, 6.171], [5.519, -1.016, 4.846], [6.104, -0.192, 3.874], [5.437, -0.171, 2.673], [4.198, -0.910, 2.610], [4.112, -1.758, 4.202], [6.981, -0.583, 6.304], [5.422, -1.110, 6.996], [6.546, -2.285, 6.283], [6.953, 0.426, 4.148], [5.731, 0.421, 1.780], [3.895, -1.447, 1.737]], "lowdin_charge": [0.06, -0.20, 0.08, -0.21, 0.05, 0.05, -0.19, -0.14, -0.22, 0.05, -0.20, 0.06, 0.08, -0.19, 0.06, 0.02, 0.05, 0.15, 0.13, 0.13, 0.13, 0.14, 0.12, 0.11, -0.05, -0.48, -0.07, -0.02, -0.41, 1.18, 0.10, 0.11, 0.12, 0.14, 0.15, 0.12]}

Record 6
{"formula": "C7H11OP", "method": "ωB97M-V/def2-TZVPD", "e_tot_ev": -18771.73416, "fmax_ev_per_a": 1.263, "lumo_ev": 0.89, "charge": 0, "de_lowest_kj_mol": 89.5, "smiles": "C=C(C)c1ccco1.P", "species": ["C", "C", "C", "C", "C", "C", "C", "O", "H", "H", "H", "H", "H", "H", "H", "H", "P", "H", "H", "H"], "coordinates": [[-1.459, -1.401, -1.133], [-1.283, -0.649, -0.048], [-1.585, -1.151, 1.332], [-0.758, 0.701, -0.129], [-0.352, 1.468, -1.195], [0.068, 2.705, -0.661], [-0.108, 2.610, 0.685], [-0.603, 1.409, 1.015], [-1.842, -2.402, -1.063], [-1.238, -1.043, -2.122], [-0.790, -0.866, 2.020], [-1.690, -2.233, 1.333], [-2.510, -0.708, 1.699], [-0.351, 1.182, -2.227], [0.444, 3.549, -1.204], [0.075, 3.300, 1.485], [3.612, -0.236, 0.118], [2.584, -0.408, 1.032], [2.849, 0.632, -0.652], [3.208, -1.336, -0.624]], "lowdin_charge": [0.06, -0.30, -0.05, -0.26, -0.02, -0.07, -0.12, 0.03, 0.06, 0.06, 0.08, 0.08, 0.09, 0.11, 0.10, 0.12, 0.63, -0.21, -0.21, -0.20]}